No. 1
Density functional theory data (wB97M-V/def2-TZVPD) for a single C4H5ClN2S molecule.

The geometry in XYZ format:
```
13
Properties=species:S:1:pos:R:3:forces:R:3:lowdin_charge:R:1
S 0.713579 2.246768 0.963861 -1.8 0.5 -1.6 0.68
C 0.501143 0.840815 -0.185078 -1.9 -0.5 -0.3 -1.06
Cl 1.131238 1.286179 -1.906151 -0.2 -0.1 0.6 0.46
C -1.184763 0.553924 -0.393740 2.8 2.4 0.3 -0.17
N -1.675022 -0.555984 -0.118167 -1.8 0.9 -0.5 0.04
C -0.887517 -1.610085 0.177489 2.9 -0.5 0.4 -0.17
C 0.461967 -1.502531 0.308530 -0.9 -1.8 -0.4 -0.14
N 1.144638 -0.350411 0.287202 0.4 1.7 -0.1 -0.07
H -0.401454 2.918411 0.320444 1.8 -0.7 1.1 -0.06
H -1.738331 1.523133 -0.719316 0.8 -1.9 0.6 0.12
H -1.262947 -2.578579 0.323295 -1.0 -0.9 -0.2 0.08
H 1.089322 -2.405009 0.301303 -0.4 0.4 0.6 0.13
H 2.108147 -0.366632 0.640329 -0.7 0.4 -0.6 0.15
```
Forces are in eV/Å.

As for the spin multiplicity: 1. The maximum force is 0.0730 hartree/bohr. Its SMILES is S[C@]1(Cl)C=NC=CN1. Its LUMO energy is 0.47 eV. As for the total energy: -30564.9498 eV.

***

No. 2
Density functional theory data (wB97M-V/def2-TZVPD) for 2 unconnected molecules or ions with the total composition C4H5ClO.

The geometry in XYZ format:
```
11
Properties=species:S:1:pos:R:3:forces:R:3:lowdin_charge:R:1
C 2.208898 1.882679 0.148796 -0.5 0.4 -0.3 0.02
C 1.670524 0.822717 -0.386300 1.0 -0.5 0.9 -0.20
C 1.425272 -0.419811 -0.685169 -0.8 0.4 -2.3 -0.62
Cl 2.291278 -1.720276 0.065688 -0.1 -0.1 -0.1 0.58
H 1.768018 2.322286 1.035275 0.0 0.2 -0.1 0.06
H 3.025722 2.399594 -0.353691 0.0 -0.2 0.3 0.07
H 0.848897 -0.638891 -1.636800 0.4 -0.2 1.6 0.09
C -2.483500 -1.967513 0.278102 0.7 -2.1 1.7 -0.18
O -3.117892 -1.272203 -0.438067 -0.1 1.1 -0.3 0.01
H -2.549654 -3.089382 0.179737 0.1 0.5 -0.1 0.08
H -1.822504 -1.689830 1.184664 -0.7 0.5 -1.2 0.10
```
Forces are in eV/Å.

As for the spin multiplicity: 1. The maximum force is 0.0537 hartree/bohr. Its SMILES is C=C=CCl.C=O. Its LUMO energy is 0.73 eV. As for the total energy: -18795.7261 eV.

***

No. 3
Density functional theory data (wB97M-V/def2-TZVPD) for a single C4H5ClOS molecule.

The geometry in XYZ format:
```
12
Properties=species:S:1:pos:R:3:forces:R:3:lowdin_charge:R:1
O 0.408244 -1.261261 2.223494 3.2 3.2 -4.3 -0.05
C 0.937370 -0.564733 1.266484 -3.1 -2.1 3.0 -0.67
S 1.392411 1.165370 1.693609 0.1 -0.5 -0.8 0.78
C 0.806875 -1.030972 -0.185381 -2.9 0.3 -0.8 -0.08
C -0.295410 -0.563977 -0.898335 2.2 -2.9 -0.2 -0.17
C -1.097443 0.604637 -0.504879 0.6 0.7 -0.9 -0.68
Cl -2.716193 0.610822 -1.151745 -0.8 -0.2 0.0 0.60
H 1.604918 1.824223 0.472448 -0.2 -1.2 0.9 -0.09
H 1.183288 -2.003086 -0.548402 0.4 0.8 0.6 0.11
H -0.580136 -1.151216 -1.895507 0.6 1.6 2.3 0.15
H -0.595536 1.418917 -0.974082 0.3 1.0 -0.8 0.06
H -1.048389 0.951277 0.502297 -0.4 -0.6 1.0 0.04
```
Forces are in eV/Å.

As for the spin multiplicity: 1. The maximum force is 0.1221 hartree/bohr. Its SMILES is O=C(S)/C=C\CCl. Its LUMO energy is -0.07 eV. As for the total energy: -29632.1645 eV.

***

No. 4
Density functional theory data (wB97M-V/def2-TZVPD) for a single C4H5ClS molecule.

The geometry in XYZ format:
```
11
Properties=species:S:1:pos:R:3:forces:R:3:lowdin_charge:R:1
S 2.933221 -0.563121 -0.201597 -0.8 0.2 0.0 0.70
C 1.519921 -0.054810 0.393508 0.5 0.3 1.3 -0.71
C 0.817480 1.252473 0.153175 -1.0 -0.5 -1.2 -0.25
C -0.665831 1.011509 -0.233883 -0.1 -0.7 -0.1 -0.17
C -1.285516 -0.108798 0.135671 1.2 0.4 1.0 -0.61
Cl -2.966897 -0.446604 -0.070908 0.4 0.0 -0.1 0.61
H 1.039656 -0.590682 1.239968 0.6 -0.1 -0.6 0.05
H 1.348733 1.818463 -0.627993 -0.3 0.0 0.5 0.11
H 0.723209 1.780285 1.101568 0.6 0.3 0.0 0.12
H -1.244365 1.752140 -0.770129 0.3 0.3 -0.1 0.10
H -0.677856 -0.760238 0.796751 -1.3 -0.2 -0.8 0.06
```
Forces are in eV/Å.

As for the spin multiplicity: 1. The maximum force is 0.0317 hartree/bohr. Its SMILES is S=CC/C=C/Cl. Its LUMO energy is -0.41 eV. As for the total energy: -27584.9850 eV.

***

No. 5
Density functional theory data (wB97M-V/def2-TZVPD) for a single C4H5ClS2 molecule.

The geometry in XYZ format:
```
12
Properties=species:S:1:pos:R:3:forces:R:3:lowdin_charge:R:1
S -1.233783 -1.167822 -1.535401 -0.5 0.9 1.4 0.65
C -0.889175 -0.266423 0.138869 -0.5 -1.1 -1.5 -1.41
Cl -2.021583 -0.694217 1.387904 -1.3 -0.3 0.4 0.60
C 0.471464 -0.697061 0.619064 0.6 2.1 0.0 -0.34
C 1.405307 0.393473 0.102664 0.8 -1.7 -0.3 -0.16
C 0.815167 1.499986 -0.352368 -1.1 -4.0 2.2 -0.40
S -0.913985 1.524701 -0.157991 -0.3 -0.3 0.2 0.86
H -2.463051 -0.586809 -1.622737 0.5 -0.3 -0.2 -0.13
H 0.755339 -1.719566 0.404566 -0.1 -0.1 -0.4 0.11
H 0.480600 -0.574758 1.690317 0.0 -0.2 0.6 0.09
H 2.442010 -0.003763 0.148274 -0.4 1.4 -0.5 0.12
H 1.151690 2.292260 -0.823164 2.3 3.7 -1.9 0.01
```
Forces are in eV/Å.

As for the spin multiplicity: 1. The maximum force is 0.0931 hartree/bohr. Its SMILES is S[C@@]1(Cl)CC=CS1. Its LUMO energy is 0.67 eV. As for the total energy: -38420.6205 eV.

***

No. 6
Density functional theory data (wB97M-V/def2-TZVPD) for a single C4H5ClSSi molecule.

The geometry in XYZ format:
```
12
Properties=species:S:1:pos:R:3:forces:R:3:lowdin_charge:R:1
C 1.424904 -1.061739 0.206854 -1.1 -0.4 -0.1 -0.16
C 0.007751 -0.888632 0.158662 -0.2 -1.2 0.1 -0.25
C 2.225949 0.034100 0.237005 0.6 2.2 0.1 -0.56
C -0.606696 0.276419 0.126112 -0.8 1.5 -0.4 -0.30
Si -2.172401 1.221038 -0.124171 1.1 -0.9 0.1 0.15
S 1.612012 1.615581 0.210321 0.9 -0.7 0.1 0.75
Cl -3.598139 -0.177469 0.237200 -1.0 -0.4 0.2 0.24
H 1.840065 -2.056943 0.194398 0.1 -0.1 0.1 0.11
H -0.597851 -1.790765 0.161685 -0.1 -0.3 0.0 0.10
H 3.299923 -0.066582 0.283456 0.1 -0.1 0.0 0.05
H -2.318654 1.638799 -1.516437 0.1 0.2 -0.2 -0.06
H -2.350012 2.323548 0.806853 0.1 0.2 0.2 -0.06
```
Forces are in eV/Å.

As for the spin multiplicity: 3. The maximum force is 0.0434 hartree/bohr. Its LUMO energy (alpha / beta) is 0.22 / -2.40 eV. As for the total energy: -35461.5787 eV.

***

No. 7
Density functional theory data (wB97M-V/def2-TZVPD) for a molecular structure, C4H5CrO2.

The geometry in XYZ format:
```
12
Properties=species:S:1:pos:R:3:forces:R:3:lowdin_charge:R:1
O 2.282098 -0.972473 2.620525 2.3 1.2 0.4 -0.05
C 1.133307 -0.592401 2.017327 0.6 1.1 -2.6 -0.23
C 0.997332 0.687771 1.583765 -1.7 -0.4 0.7 -0.14
C 0.085782 1.066857 0.493762 -0.3 -0.2 0.1 -0.14
C -0.002997 0.382153 -0.671272 0.6 -0.2 1.1 -0.32
O -0.825410 0.621483 -1.667285 0.9 -0.6 -0.2 -0.42
Cr -2.360472 1.451979 -2.060632 -1.2 0.7 -0.3 0.72
H 0.635523 -1.425629 1.513217 -0.3 0.1 0.4 0.11
H 1.325850 1.481030 2.267159 0.6 -0.2 -0.5 0.11
H -0.594565 1.909542 0.661124 0.3 -0.1 -0.2 0.09
H 0.670811 -0.480343 -0.814749 -0.2 0.4 -0.1 0.12
H 2.969202 -0.288105 2.299903 -1.6 -1.8 1.2 0.14
```
Forces are in eV/Å.

As for the spin multiplicity: 6. The maximum force is 0.0560 hartree/bohr. Its LUMO energy (alpha / beta) is -0.58 / -0.24 eV. As for the total energy: -36741.4570 eV.

***

No. 8
Density functional theory data (wB97M-V/def2-TZVPD) for a molecular structure, C4H5CrO5.

The geometry in XYZ format:
```
15
Properties=species:S:1:pos:R:3:forces:R:3:lowdin_charge:R:1
O -0.550870 -0.991380 0.591678 -1.6 -1.2 1.6 0.02
C -0.460611 -0.121113 1.596770 2.1 1.8 -2.3 -0.54
O -0.189793 -0.612996 2.695269 -0.6 -1.2 1.4 0.08
O -0.358230 1.127635 1.329977 -0.3 -0.5 1.0 0.17
Cr -0.102003 -2.503635 2.164955 0.0 0.9 -0.1 1.50
C -0.280884 1.556775 -0.060063 -0.7 -0.2 -0.5 -0.04
C 0.710133 0.727215 -0.836622 0.4 -1.7 0.3 0.08
H -1.295976 1.502198 -0.470472 0.2 0.2 0.1 0.16
H 0.050011 2.597338 -0.008009 -0.1 -0.2 0.0 0.17
H 1.730845 0.852803 -0.458874 -0.2 -0.1 -0.1 0.15
H 0.676208 0.934755 -1.911254 0.0 -0.1 0.2 0.16
O 1.390220 -1.642537 -0.434491 0.1 0.5 0.0 0.27
C 0.328857 -0.959823 -0.705208 0.9 2.0 -1.1 -0.55
O -0.431789 -1.496901 -1.641690 -0.2 -0.2 -0.2 0.19
H -1.216120 -0.970334 -1.851965 0.0 0.1 -0.2 0.17
```
Forces are in eV/Å.

As for the spin multiplicity: 6. As for the total charge: +2. The maximum force is 0.0705 hartree/bohr. Its LUMO energy (alpha / beta) is -11.68 / -11.86 eV. As for the total energy: -42865.8031 eV.

***

No. 9
Density functional theory data (wB97M-V/def2-TZVPD) for a molecular structure, C4H5CuO6.

The geometry in XYZ format:
```
16
Properties=species:S:1:pos:R:3:forces:R:3:lowdin_charge:R:1
O -2.286611 0.394364 0.303907 -0.1 1.1 -0.3 0.06
C -1.765273 -0.692387 0.686900 5.7 -1.7 -2.0 -0.69
O -2.394683 -1.435700 1.495284 -0.8 -0.1 0.4 0.10
O -0.613902 -1.136588 0.230922 -1.2 -0.8 4.3 0.09
Cu -3.691349 -0.115120 1.311388 -2.5 0.3 1.2 1.07
C -0.378933 -0.338163 -1.746524 6.6 2.0 -2.9 0.01
C 0.524464 -0.444133 -0.561908 -4.0 0.3 1.4 -0.23
H -0.631302 -1.314691 -2.174118 -0.4 0.6 0.3 0.12
H -0.990741 0.567883 -1.760370 -0.1 -0.7 0.0 0.11
H 1.304375 -1.207645 -0.554925 -0.1 0.4 0.2 0.18
O 0.839722 0.796450 0.024417 -1.3 -1.3 -1.6 0.12
C 1.893979 0.835070 0.841304 1.8 -0.6 1.4 -0.60
O 2.572428 -0.102779 1.171121 -0.6 0.4 -0.5 0.16
O 2.048461 2.084938 1.244891 -0.3 0.3 -0.3 0.19
H 2.877625 2.168423 1.734323 0.0 -0.2 0.1 0.15
H 0.691741 -0.059916 -2.246615 -2.7 0.1 -1.5 0.16
```
Forces are in eV/Å.

As for the spin multiplicity: 2. As for the total charge: +1. The maximum force is 0.1457 hartree/bohr. Its LUMO energy (alpha / beta) is -6.26 / -7.96 eV. As for the total energy: -61143.1100 eV.

***

No. 10
Density functional theory data (wB97M-V/def2-TZVPD) for a molecular structure, C4H5DyO6.

The geometry in XYZ format:
```
16
Properties=species:S:1:pos:R:3:forces:R:3:lowdin_charge:R:1
O -2.254090 0.399712 0.288818 -1.6 0.9 0.3 -0.13
C -1.755228 -0.691953 0.661065 1.6 0.2 -0.8 -0.83
O -2.365414 -1.454497 1.455200 -2.2 -0.3 0.9 -0.17
O -0.585360 -1.134543 0.195874 0.2 -1.3 3.9 0.02
Dy -4.623043 -0.133074 1.613991 3.6 -0.7 -1.0 1.84
C -0.335760 -0.329232 -1.740904 7.0 2.3 -3.3 0.00
C 0.580759 -0.444654 -0.567816 -5.3 -0.3 2.2 -0.24
H -0.576122 -1.298263 -2.191772 -0.3 0.6 0.4 0.11
H -0.936456 0.584472 -1.753769 -0.1 -0.8 0.1 0.10
H 1.351014 -1.217622 -0.561391 0.0 0.5 0.1 0.17
O 0.903515 0.793064 0.032657 -1.0 -1.1 -1.3 0.12
C 1.985624 0.831338 0.807196 1.6 -0.7 0.7 -0.60
O 2.703044 -0.097366 1.080386 -0.5 0.4 -0.3 0.15
O 2.154216 2.081344 1.210086 -0.3 0.4 -0.1 0.18
H 2.990989 2.157996 1.686705 0.0 -0.2 0.1 0.15
H 0.762307 -0.046718 -2.216329 -2.7 0.2 -1.8 0.15
```
Forces are in eV/Å.

As for the spin multiplicity: 7. As for the total charge: +1. The maximum force is 0.1574 hartree/bohr. Its LUMO energy (alpha / beta) is -4.65 / -6.20 eV. As for the total energy: -40588.8729 eV.

***

- The lowest total energy belongs to which entry?
  C4H5CuO6

***

Repeat the ninth record exactly.
Density functional theory data (wB97M-V/def2-TZVPD) for a molecular structure, C4H5CuO6.

The geometry in XYZ format:
```
16
Properties=species:S:1:pos:R:3:forces:R:3:lowdin_charge:R:1
O -2.286611 0.394364 0.303907 -0.1 1.1 -0.3 0.06
C -1.765273 -0.692387 0.686900 5.7 -1.7 -2.0 -0.69
O -2.394683 -1.435700 1.495284 -0.8 -0.1 0.4 0.10
O -0.613902 -1.136588 0.230922 -1.2 -0.8 4.3 0.09
Cu -3.691349 -0.115120 1.311388 -2.5 0.3 1.2 1.07
C -0.378933 -0.338163 -1.746524 6.6 2.0 -2.9 0.01
C 0.524464 -0.444133 -0.561908 -4.0 0.3 1.4 -0.23
H -0.631302 -1.314691 -2.174118 -0.4 0.6 0.3 0.12
H -0.990741 0.567883 -1.760370 -0.1 -0.7 0.0 0.11
H 1.304375 -1.207645 -0.554925 -0.1 0.4 0.2 0.18
O 0.839722 0.796450 0.024417 -1.3 -1.3 -1.6 0.12
C 1.893979 0.835070 0.841304 1.8 -0.6 1.4 -0.60
O 2.572428 -0.102779 1.171121 -0.6 0.4 -0.5 0.16
O 2.048461 2.084938 1.244891 -0.3 0.3 -0.3 0.19
H 2.877625 2.168423 1.734323 0.0 -0.2 0.1 0.15
H 0.691741 -0.059916 -2.246615 -2.7 0.1 -1.5 0.16
```
Forces are in eV/Å.

As for the spin multiplicity: 2. As for the total charge: +1. The maximum force is 0.1457 hartree/bohr. Its LUMO energy (alpha / beta) is -6.26 / -7.96 eV. As for the total energy: -61143.1100 eV.